{
  "formula": "C48H63F33NO24",
  "method": "ωB97M-V/def2-TZVPD",
  "homo_energy_ev": -12.2,
  "total_charge": 1,
  "symbols": ["O", "C", "O", "C", "C", "C", "N", "H", "H", "H", "H", "H", "H", "H", "H", "C", "C", "O", "C", "O", "C", "F", "F", "F", "H", "H", "H", "H", "H", "C", "C", "O", "C", "O", "C", "F", "F", "F", "H", "H", "H", "H", "H", "C", "C", "O", "C", "O", "C", "F", "F", "F", "H", "H", "H", "H", "H", "C", "C", "O", "C", "O", "C", "F", "F", "F", "H", "H", "H", "H", "H", "C", "C", "O", "C", "O", "C", "F", "F", "F", "H", "H", "H", "H", "H", "C", "C", "O", "C", "O", "C", "F", "F", "F", "H", "H", "H", "H", "H", "C", "C", "O", "C", "O", "C", "F", "F", "F", "H", "H", "H", "H", "H", "C", "C", "O", "C", "O", "C", "F", "F", "F", "H", "H", "H", "H", "H", "C", "C", "O", "C", "O", "C", "F", "F", "F", "H", "H", "H", "H", "H", "C", "C", "O", "C", "O", "C", "F", "F", "F", "H", "H", "H", "H", "H", "C", "C", "O", "C", "O", "C", "F", "F", "F", "H", "H", "H", "H", "H"],
  "positions_angstrom": [[-2.630, 1.352, -3.251], [-2.705, 0.413, -4.278], [-3.886, -0.261, -4.302], [-2.326, 1.100, -5.572], [-0.804, 1.314, -5.343], [-0.460, 0.027, -4.682], [-1.492, -0.516, -4.157], [-2.394, 0.948, -2.410], [-4.018, -0.761, -3.486], [-2.418, 0.367, -6.372], [-2.904, 2.000, -5.754], [-0.581, 2.182, -4.725], [-0.282, 1.374, -6.300], [0.504, -0.465, -4.668], [-1.542, -1.435, -3.730], [-2.178, 7.534, -3.112], [-0.685, 7.748, -3.036], [0.036, 6.561, -3.467], [0.186, 6.410, -4.766], [-0.199, 7.114, -5.649], [1.022, 5.137, -5.039], [0.611, 4.096, -4.286], [2.310, 5.355, -4.759], [0.923, 4.770, -6.312], [-2.469, 6.658, -2.531], [-2.693, 8.405, -2.708], [-2.503, 7.390, -4.142], [-0.354, 7.907, -2.012], [-0.365, 8.596, -3.638], [4.574, 7.085, -1.275], [4.392, 8.485, -0.734], [3.071, 8.656, -0.169], [2.911, 8.225, 1.072], [3.724, 7.708, 1.776], [1.467, 8.523, 1.541], [0.577, 8.200, 0.591], [1.334, 9.825, 1.807], [1.177, 7.833, 2.634], [3.796, 6.854, -2.004], [5.545, 7.004, -1.762], [4.528, 6.348, -0.474], [4.449, 9.229, -1.525], [5.137, 8.725, 0.024], [4.025, 2.999, -5.895], [5.467, 3.090, -6.338], [6.248, 2.022, -5.751], [6.165, 0.849, -6.350], [5.522, 0.566, -7.318], [7.073, -0.172, -5.624], [6.941, -0.084, -4.299], [8.352, 0.054, -5.938], [6.762, -1.409, -5.996], [3.959, 3.005, -4.806], [3.462, 3.838, -6.294], [3.580, 2.075, -6.264], [5.941, 4.004, -5.990], [5.557, 3.045, -7.422], [-6.880, -0.873, 1.482], [-6.001, 0.089, 0.723], [-4.714, -0.529, 0.412], [-4.671, -1.299, -0.641], [-5.530, -1.557, -1.435], [-3.235, -1.843, -0.832], [-2.645, -2.225, 0.279], [-2.477, -0.849, -1.401], [-3.224, -2.842, -1.709], [-6.373, -1.204, 2.381], [-7.801, -0.370, 1.777], [-7.142, -1.737, 0.871], [-5.741, 0.955, 1.326], [-6.459, 0.434, -0.202], [-3.848, -2.824, 8.224], [-2.996, -1.805, 7.508], [-3.497, -1.572, 6.161], [-4.494, -0.720, 6.043], [-5.047, -0.094, 6.894], [-4.867, -0.583, 4.548], [-4.917, -1.779, 3.936], [-3.955, 0.159, 3.905], [-6.049, 0.006, 4.406], [-3.906, -3.743, 7.639], [-3.409, -3.057, 9.193], [-4.861, -2.456, 8.384], [-1.982, -2.167, 7.360], [-2.949, -0.859, 8.042], [6.957, -3.326, -8.524], [8.460, -3.205, -8.454], [9.105, -4.446, -8.822], [9.236, -4.666, -10.119], [8.886, -3.960, -11.017], [9.976, -6.006, -10.348], [9.503, -6.967, -9.550], [11.279, -5.849, -10.088], [9.841, -6.400, -11.607], [6.611, -4.152, -7.902], [6.488, -2.408, -8.178], [6.627, -3.510, -9.546], [8.797, -3.010, -7.438], [8.830, -2.406, -9.096], [-2.751, -5.364, 2.917], [-2.586, -4.612, 4.218], [-2.643, -5.508, 5.350], [-1.519, -6.140, 5.652], [-0.466, -6.056, 5.094], [-1.735, -6.979, 6.934], [-2.880, -7.660, 6.888], [-1.791, -6.135, 7.975], [-0.739, -7.829, 7.122], [-3.677, -5.938, 2.922], [-2.782, -4.659, 2.086], [-1.921, -6.051, 2.755], [-3.405, -3.913, 4.382], [-1.648, -4.059, 4.249], [1.813, -4.042, -10.308], [1.896, -2.551, -10.534], [1.623, -1.819, -9.304], [2.639, -1.697, -8.473], [3.750, -2.109, -8.585], [2.194, -0.850, -7.257], [0.980, -1.246, -6.792], [2.075, 0.439, -7.589], [3.045, -0.950, -6.247], [0.841, -4.315, -9.896], [1.946, -4.561, -11.256], [2.588, -4.380, -9.621], [1.134, -2.206, -11.227], [2.873, -2.250, -10.909], [-7.082, -1.724, -4.813], [-7.130, -3.180, -4.411], [-7.705, -3.989, -5.459], [-6.875, -4.333, -6.429], [-5.716, -4.050, -6.525], [-7.607, -5.229, -7.457], [-8.812, -4.744, -7.753], [-7.758, -6.456, -6.947], [-6.898, -5.319, -8.574], [-8.077, -1.361, -5.070], [-6.702, -1.130, -3.981], [-6.431, -1.575, -5.674], [-7.772, -3.334, -3.547], [-6.138, -3.565, -4.175], [0.097, -3.173, 13.985], [0.925, -2.109, 13.302], [0.378, -1.777, 12.000], [-0.610, -0.904, 11.996], [-1.113, -0.349, 12.925], [-1.049, -0.631, 10.537], [-1.153, -1.767, 9.830], [-0.153, 0.151, 9.924], [-2.228, -0.020, 10.506], [0.013, -4.059, 13.355], [0.570, -3.457, 14.924], [-0.907, -2.809, 14.201], [1.931, -2.468, 13.096], [0.998, -1.209, 13.903], [1.785, 4.923, 13.627], [0.700, 4.331, 14.497], [0.945, 2.927, 14.752], [1.792, 2.654, 15.728], [2.384, 3.422, 16.424], [1.898, 1.121, 15.903], [2.007, 0.500, 14.718], [0.802, 0.654, 16.510], [2.954, 0.802, 16.636], [1.878, 4.361, 12.698], [1.538, 5.956, 13.387], [2.747, 4.908, 14.138], [-0.266, 4.351, 14.001], [0.614, 4.854, 15.449]]
}